No. 1
{
  "formula": "C22H30F9N3O2S",
  "method": "the ωB97M-V functional and the def2-TZVPD basis",
  "molar_mass_g_mol": 571.55,
  "lumo_energy_ev": -1.22,
  "e_homo_ev": -6.3,
  "charge": 0,
  "species": ["O", "C", "O", "C", "S", "N", "C", "C", "C", "F", "F", "C", "F", "F", "C", "F", "F", "C", "F", "F", "F", "C", "C", "C", "C", "C", "N", "H", "H", "H", "H", "H", "H", "H", "H", "H", "H", "C", "C", "C", "N", "C", "C", "C", "C", "C", "C", "H", "H", "H", "H", "H", "H", "H", "H", "H", "H", "H", "H", "H", "H", "H", "H", "H", "H", "H", "H"],
  "coordinates": [[5.129, 2.167, 4.540], [4.924, 1.853, 3.359], [5.617, 2.018, 2.352], [3.495, 1.280, 3.083], [3.683, -0.349, 2.314], [2.710, 2.261, 2.288], [2.233, 3.348, 3.143], [3.382, 4.312, 3.506], [2.927, 5.747, 3.580], [3.759, 6.458, 4.391], [1.686, 5.823, 4.138], [2.846, 6.573, 2.264], [2.710, 7.874, 2.614], [1.741, 6.239, 1.562], [4.084, 6.499, 1.316], [4.163, 7.679, 0.664], [5.202, 6.347, 2.025], [4.000, 5.396, 0.202], [3.222, 4.396, 0.560], [5.210, 4.933, -0.046], [3.507, 5.916, -0.915], [1.634, 1.658, 1.590], [1.740, 1.506, 0.202], [0.732, 0.856, -0.511], [-0.376, 0.395, 0.216], [-0.411, 0.647, 1.587], [0.552, 1.258, 2.271], [2.991, 1.084, 4.031], [4.592, 0.028, 1.404], [1.802, 2.955, 4.068], [1.431, 3.875, 2.632], [3.742, 4.065, 4.500], [4.230, 4.165, 2.846], [2.631, 1.868, -0.288], [0.818, 0.697, -1.576], [-1.184, -0.131, -0.271], [-1.275, 0.317, 2.154], [-1.913, -2.812, -0.145], [-1.414, -2.703, -1.587], [-2.442, -2.526, -2.693], [-3.387, -3.674, -3.003], [-4.462, -3.769, -1.948], [-5.357, -4.986, -2.114], [-4.533, -6.266, -2.187], [-3.519, -6.170, -3.321], [-2.619, -4.961, -3.130], [-4.029, -3.335, -4.311], [-2.211, -3.829, 0.117], [-1.106, -2.541, 0.533], [-2.746, -2.134, 0.050], [-0.735, -3.526, -1.813], [-0.793, -1.807, -1.655], [-1.908, -2.338, -3.624], [-3.082, -1.665, -2.493], [-3.961, -3.815, -0.986], [-5.028, -2.840, -2.000], [-6.034, -5.021, -1.260], [-5.990, -4.892, -2.999], [-5.182, -7.129, -2.328], [-4.006, -6.416, -1.240], [-4.028, -6.133, -4.286], [-2.889, -7.059, -3.342], [-1.927, -4.831, -3.961], [-2.048, -5.080, -2.211], [-3.256, -3.284, -5.073], [-4.520, -2.371, -4.209], [-4.756, -4.094, -4.575]],
  "mulliken_charge": [-0.77, 0.38, -0.72, -0.11, -0.28, 0.95, -0.97, -1.22, 0.45, -0.34, -0.35, 0.69, -0.33, -0.29, 0.54, -0.33, -0.27, 0.66, -0.19, -0.25, -0.29, -0.13, -0.27, -0.57, -0.36, -0.88, -0.50, 0.40, 0.14, 0.18, 0.75, 0.67, 0.50, 0.58, 0.41, 0.74, 0.34, -1.49, -0.16, -0.72, 0.29, -0.42, -0.78, -0.57, -0.75, -0.65, -1.04, 0.43, 0.44, 0.38, 0.36, 0.25, 0.40, 0.35, 0.22, 0.41, 0.41, 0.32, 0.37, 0.29, 0.33, 0.40, 0.37, 0.39, 0.37, 0.36, 0.46]
}

No. 2
{
  "formula": "C2H8N2O",
  "method": "the ωB97M-V functional and the def2-TZVPD basis",
  "smiles": "NC=O.CN",
  "de_lowest_ev": 1.205,
  "molar_mass_g_mol": 76.10,
  "lumo_energy_ev": 0.91,
  "e_homo_ev": -8.8,
  "charge": 0,
  "species": ["N", "C", "O", "H", "H", "H", "C", "N", "H", "H", "H", "H", "H"],
  "coordinates": [[-2.182, 1.995, 1.000], [-0.831, 1.851, 0.779], [-0.112, 2.759, 0.451], [-2.601, 1.488, 1.766], [-2.465, 2.965, 0.912], [-0.476, 0.826, 0.974], [1.068, -1.970, -0.343], [1.705, -1.336, -1.463], [0.317, -2.716, -0.621], [1.780, -2.481, 0.308], [0.498, -1.232, 0.212], [1.785, -1.789, -2.361], [1.514, -0.361, -1.615]],
  "mulliken_charge": [-0.42, 0.31, -0.52, 0.24, 0.25, 0.11, -0.23, -0.46, 0.24, 0.21, -0.12, 0.19, 0.21]
}

No. 3
{
  "formula": "C15H52N18O11",
  "method": "the ωB97M-V functional and the def2-TZVPD basis",
  "smiles": "NC(N)=O.NC(N)=O.NC(N)=O.NC(N)=O.NC(N)=O.NC(N)=O.NC(N)=O.NC(N)=O.NC(N)=O.CC(C)O.CC(C)O",
  "de_lowest_ev": 8.704,
  "molar_mass_g_mol": 660.70,
  "lumo_energy_ev": -0.07,
  "e_homo_ev": -9.5,
  "charge": 0,
  "species": ["N", "C", "N", "O", "H", "H", "H", "H", "N", "C", "N", "O", "H", "H", "H", "H", "N", "C", "N", "O", "H", "H", "H", "H", "N", "C", "N", "O", "H", "H", "H", "H", "N", "C", "N", "O", "H", "H", "H", "H", "N", "C", "N", "O", "H", "H", "H", "H", "N", "C", "N", "O", "H", "H", "H", "H", "N", "C", "N", "O", "H", "H", "H", "H", "N", "C", "N", "O", "H", "H", "H", "H", "C", "C", "C", "O", "H", "H", "H", "H", "H", "H", "H", "H", "C", "C", "C", "O", "H", "H", "H", "H", "H", "H", "H", "H"],
  "coordinates": [[-1.262, 4.174, -5.759], [-1.222, 3.286, -4.865], [-2.433, 2.679, -4.823], [-0.312, 3.039, -4.088], [-2.129, 4.303, -6.261], [-0.474, 4.714, -6.086], [-3.161, 3.125, -5.363], [-2.657, 2.177, -3.976], [5.005, 2.340, -5.142], [4.963, 1.101, -5.652], [4.132, 0.497, -4.879], [5.741, 0.694, -6.458], [5.859, 2.874, -5.205], [4.324, 2.625, -4.453], [4.150, -0.513, -4.872], [3.328, 1.026, -4.574], [-7.053, 1.693, -2.913], [-6.759, 0.814, -2.003], [-7.348, -0.288, -2.253], [-5.855, 0.915, -1.189], [-7.713, 1.360, -3.602], [-6.507, 2.542, -2.909], [-8.100, -0.351, -2.924], [-7.103, -1.104, -1.711], [-0.638, 4.646, 8.346], [-1.623, 3.792, 8.232], [-2.208, 3.720, 9.430], [-1.939, 3.176, 7.238], [-0.518, 5.271, 9.130], [-0.134, 4.922, 7.515], [-2.977, 3.074, 9.538], [-1.932, 4.305, 10.206], [-0.975, 0.552, 1.325], [0.168, -0.131, 1.116], [0.163, -0.615, -0.086], [1.105, -0.208, 1.857], [-1.799, 0.584, 0.742], [-1.034, 1.146, 2.140], [0.940, -1.148, -0.449], [-0.581, -0.318, -0.701], [-7.610, 0.607, 6.429], [-7.335, 0.447, 5.155], [-6.079, 0.478, 4.967], [-8.162, 0.461, 4.272], [-6.921, 0.181, 7.033], [-8.552, 0.722, 6.774], [-5.508, 0.809, 5.732], [-5.573, 0.532, 4.095], [-3.412, 6.475, 4.020], [-4.522, 6.539, 3.312], [-4.846, 5.329, 2.927], [-5.160, 7.515, 2.999], [-2.942, 5.632, 4.319], [-2.880, 7.252, 4.385], [-5.733, 5.241, 2.451], [-4.343, 4.532, 3.289], [5.512, 1.559, 6.206], [4.446, 2.068, 6.758], [3.409, 1.407, 6.420], [4.391, 3.176, 7.385], [5.583, 0.705, 5.672], [6.325, 2.009, 6.602], [2.623, 2.022, 6.572], [3.459, 1.108, 5.457], [5.625, -3.233, 2.613], [6.391, -2.444, 1.841], [5.782, -1.365, 1.650], [7.478, -2.685, 1.413], [5.994, -4.132, 2.888], [4.673, -2.996, 2.852], [4.800, -1.307, 1.881], [6.264, -0.627, 1.158], [-2.257, -5.046, -6.763], [-0.759, -4.812, -6.488], [-0.266, -3.415, -6.856], [-0.447, -4.998, -5.108], [-2.483, -6.106, -6.880], [-2.759, -4.676, -7.656], [-2.781, -4.906, -5.817], [-0.104, -5.512, -7.007], [-0.117, -2.696, -6.051], [-0.918, -3.015, -7.633], [0.727, -3.599, -7.266], [0.447, -4.686, -4.951], [4.740, -6.010, -1.766], [5.460, -5.328, -2.878], [6.380, -6.367, -3.569], [4.491, -4.892, -3.829], [4.175, -5.288, -1.177], [5.464, -6.370, -1.035], [4.143, -6.881, -2.035], [5.977, -4.399, -2.636], [6.912, -6.025, -4.457], [5.755, -7.216, -3.846], [7.155, -6.734, -2.896], [4.457, -5.529, -4.545]],
  "mulliken_charge": [-0.32, 0.65, -0.40, -0.67, 0.13, 0.22, 0.17, 0.21, -0.39, 0.63, -0.37, -0.60, 0.21, 0.15, 0.19, 0.18, -0.39, 0.71, -0.38, -0.68, 0.16, 0.22, 0.15, 0.21, -0.37, 0.66, -0.38, -0.65, 0.17, 0.22, 0.21, 0.15, -0.37, 0.66, -0.36, -0.64, 0.16, 0.19, 0.20, 0.16, -0.43, 0.62, -0.37, -0.65, 0.20, 0.21, 0.19, 0.22, -0.34, 0.63, -0.36, -0.64, 0.15, 0.20, 0.21, 0.16, -0.39, 0.64, -0.48, -0.69, 0.19, 0.24, 0.26, 0.24, -0.40, 0.70, -0.33, -0.65, 0.21, 0.15, 0.14, 0.20, -1.27, 0.67, -1.25, -0.57, 0.34, 0.35, 0.33, 0.18, 0.31, 0.29, 0.36, 0.27, -1.22, 0.50, -1.41, -0.51, 0.31, 0.38, 0.30, 0.24, 0.36, 0.39, 0.37, 0.30]
}

No. 4
{
  "formula": "C4H8ClN2",
  "method": "the ωB97M-V functional and the def2-TZVPD basis",
  "smiles": "CC(=[NH2+])/N=C(/C)Cl",
  "de_lowest_ev": 2.604,
  "molar_mass_g_mol": 119.57,
  "lumo_energy_ev": -5.41,
  "e_homo_ev": -14.3,
  "charge": 1,
  "species": ["C", "C", "N", "N", "C", "C", "Cl", "H", "H", "H", "H", "H", "H", "H", "H"],
  "coordinates": [[1.512, -1.005, -1.152], [1.047, -0.464, 0.157], [1.826, -0.629, 1.214], [0.034, 0.328, 0.284], [-1.580, 0.221, 0.057], [-2.276, 1.486, 0.029], [-2.242, -1.276, 0.030], [1.245, -0.325, -1.958], [1.032, -1.963, -1.347], [2.590, -1.151, -1.144], [2.730, -1.067, 1.142], [1.538, -0.258, 2.108], [-2.981, 1.553, 0.864], [-1.578, 2.317, 0.068], [-2.887, 1.554, -0.879]],
  "mulliken_charge": [-1.08, 0.70, -0.34, -0.39, 0.53, -0.85, -0.01, 0.32, 0.30, 0.41, 0.22, 0.25, 0.32, 0.30, 0.32]
}

No. 5
{
  "formula": "C3H8IN2",
  "method": "the ωB97M-V functional and the def2-TZVPD basis",
  "de_lowest_ev": 1.680,
  "molar_mass_g_mol": 199.02,
  "lumo_energy_ev": -5.45,
  "e_homo_ev": -12.7,
  "charge": 1,
  "species": ["C", "C", "C", "N", "N", "I", "H", "H", "H", "H", "H", "H", "H", "H"],
  "coordinates": [[2.465, 0.942, -0.870], [-1.401, -0.161, -0.068], [-0.711, -1.380, 0.330], [0.545, -1.561, 0.323], [2.467, 2.225, -0.526], [3.655, -0.284, 0.318], [-0.675, 0.574, -0.560], [-2.403, -0.419, -0.602], [-1.623, 0.488, 0.794], [1.060, -2.343, 0.715], [-1.252, -2.224, 0.720], [1.863, 0.663, -1.726], [1.797, 2.870, -0.939], [3.187, 2.637, 0.108]],
  "mulliken_charge": [-0.08, -0.77, -0.03, -0.40, -0.26, 0.30, 0.07, 0.29, 0.27, 0.24, 0.39, 0.44, 0.28, 0.26]
}

No. 6
{
  "formula": "C7H14CuN3O",
  "method": "the ωB97M-V functional and the def2-TZVPD basis",
  "molar_mass_g_mol": 219.76,
  "lumo_energy_ev": [3.12, 3.11],
  "e_homo_ev": [-1.5, -2.0],
  "charge": -1,
  "multiplicity": 2,
  "species": ["C", "Cu", "N", "H", "H", "H", "H", "H", "H", "H", "H", "N", "C", "O", "C", "C", "C", "N", "C", "C", "H", "H", "H", "H", "H", "H"],
  "coordinates": [[-2.385, -1.647, -2.987], [-1.121, -0.652, -1.867], [0.035, 0.180, -3.125], [-2.442, -1.149, -0.954], [-2.686, -0.192, -1.439], [-3.370, -1.936, -2.672], [-1.810, -2.535, -3.243], [-2.393, -1.016, -3.861], [0.999, -0.179, -2.820], [-0.072, 1.232, -2.961], [-0.264, -0.124, -4.105], [2.162, 0.405, 4.243], [1.908, 1.390, 3.300], [2.282, 2.562, 3.475], [1.217, 0.809, 2.162], [0.900, -0.583, 1.915], [0.149, -0.925, 0.789], [-0.326, -0.018, -0.134], [0.032, 1.240, 0.083], [0.781, 1.663, 1.174], [2.612, 0.757, 5.108], [1.893, -0.596, 4.280], [1.226, -1.379, 2.590], [-0.115, -1.933, 0.491], [-0.242, 1.922, -0.674], [1.031, 2.705, 1.232]],
  "mulliken_charge": [-0.86, -0.52, -0.67, -0.06, 0.03, 0.54, 0.11, 0.09, 0.27, 0.26, 0.30, -0.32, 0.14, -0.75, 0.93, -0.67, -0.42, 0.05, -0.18, -0.78, 0.22, 0.15, 0.13, 0.33, 0.34, 0.37]
}